{"formula": "C3H32O13S2", "method": "ωB97M-V/def2-TZVPD", "symbols": ["C", "C", "O", "C", "S", "S", "H", "H", "H", "H", "H", "H", "H", "H", "H", "H", "O", "H", "H", "O", "H", "H", "O", "H", "H", "O", "H", "H", "O", "H", "H", "O", "H", "H", "O", "H", "H", "O", "H", "H", "O", "H", "H", "O", "H", "H", "O", "H", "H", "O"], "coordinates": [[-0.337, 0.557, 0.548], [-1.427, 0.257, -0.508], [-2.734, 0.769, -0.129], [-0.683, 0.356, 2.012], [0.595, 0.334, 3.297], [2.258, -0.667, 3.024], [0.128, 1.535, 0.339], [0.593, 0.118, 0.111], [-1.225, 0.846, -1.401], [-1.536, -0.815, -0.584], [-2.684, 1.734, -0.178], [-1.083, -0.668, 1.909], [-1.441, 1.056, 2.384], [3.182, 0.257, 2.791], [0.054, -3.499, 1.915], [-0.675, -2.730, 0.801], [0.184, -2.832, 1.236], [0.404, 3.910, 1.574], [1.890, 4.224, 1.174], [1.192, 4.397, 1.814], [-1.025, 3.554, -3.013], [0.364, 3.462, -2.553], [-0.411, 4.035, -2.446], [2.817, -3.548, -0.481], [1.384, -3.162, 0.049], [1.963, -3.196, -0.765], [2.892, -1.751, -1.478], [3.938, -1.647, -2.505], [3.232, -1.104, -2.141], [-1.535, 1.223, -3.533], [-0.094, 1.467, -4.004], [-1.032, 1.565, -4.271], [-2.399, -2.907, 2.232], [-2.885, -2.655, 0.779], [-2.537, -3.338, 1.387], [2.023, -3.923, -2.528], [1.895, -2.553, -3.303], [2.030, -3.515, -3.406], [-2.350, 4.298, 0.489], [-1.142, 4.056, -0.656], [-2.003, 3.825, -0.288], [-3.520, -0.437, 3.050], [-3.737, -0.130, 1.529], [-3.787, -0.813, 2.209], [-1.510, -2.540, -2.963], [-0.334, -1.671, -2.833], [-1.143, -1.901, -2.338], [1.450, 1.366, -2.147], [2.215, 1.489, -3.459], [1.453, 1.841, -2.982]], "forces_ev_per_a": [[1.885, 1.925, -1.874], [-0.848, 1.491, 1.988], [0.197, -0.317, 0.406], [0.430, -2.219, -1.948], [-1.421, 1.799, 1.390], [0.807, -1.774, -0.664], [-1.069, 0.879, 0.460], [-0.539, -1.367, 1.108], [0.692, -0.889, -0.467], [-0.080, 0.121, -0.594], [0.056, 0.126, -0.014], [-0.396, 0.372, 1.025], [0.309, -0.176, -0.086], [0.056, 0.674, -0.269], [-0.184, -0.086, -0.038], [-0.115, -0.432, 0.195], [0.537, 0.297, -0.138], [0.036, -0.263, -0.318], [-0.345, -0.166, -0.061], [0.279, 0.397, 0.355], [-0.427, 0.151, -0.173], [0.232, 0.344, 0.017], [0.446, -0.444, 0.075], [-0.212, -0.091, 0.228], [0.282, 0.104, -0.489], [0.159, -0.100, 0.854], [-0.419, 0.721, -0.251], [0.229, 0.289, -0.477], [-0.041, -0.625, 0.602], [-0.245, -0.296, 0.187], [-0.617, 0.130, -0.058], [0.572, 0.162, -0.115], [-0.430, 0.407, 0.046], [-0.068, -0.367, 0.858], [0.151, 0.001, -0.967], [-0.333, 0.671, -0.183], [0.290, -0.882, 0.365], [-0.023, 0.146, -0.734], [1.011, 0.117, -0.713], [-0.016, 0.682, 0.072], [-1.278, -0.984, 0.647], [-0.018, 0.289, -0.078], [0.263, 0.255, -0.003], [-0.188, -0.469, -0.017], [-0.304, -0.115, 0.288], [-0.275, 0.080, 0.587], [0.647, -0.332, -1.178], [0.119, -0.218, 0.167], [0.008, 0.065, 0.115], [0.195, -0.084, -0.130]], "nbo_charge": [-0.46, -0.05, -0.78, -0.55, 0.08, -0.10, 0.19, 0.22, 0.16, 0.20, 0.50, 0.22, 0.24, 0.11, 0.49, 0.51, -0.97, 0.47, 0.47, -0.94, 0.49, 0.49, -0.97, 0.47, 0.52, -1.01, 0.49, 0.47, -0.99, 0.47, 0.49, -0.96, 0.48, 0.49, -0.96, 0.49, 0.47, -0.98, 0.49, 0.52, -1.01, 0.47, 0.50, -0.98, 0.48, 0.47, -0.95, 0.49, 0.50, -0.97], "lumo_ev": -0.16, "gap_ev": 8.980, "relative_energy_ev": 1.5735, "spin_multiplicity": 1}

=====

{"formula": "C3H33N2O12", "method": "ωB97M-V/def2-TZVPD", "symbols": ["C", "C", "N", "C", "N", "H", "H", "H", "H", "H", "H", "H", "H", "H", "H", "H", "O", "H", "H", "O", "H", "H", "O", "H", "H", "O", "H", "H", "O", "H", "H", "O", "H", "H", "O", "H", "H", "O", "H", "H", "O", "H", "H", "O", "H", "H", "O", "H", "H", "O"], "coordinates": [[0.315, 1.205, 0.217], [-1.109, 0.751, 0.457], [-1.264, -0.673, 0.152], [-1.354, -1.565, 1.089], [-1.424, -2.842, 0.805], [0.649, 0.972, -0.787], [0.388, 2.291, 0.325], [0.994, 0.789, 0.947], [-1.393, 0.940, 1.485], [-1.795, 1.300, -0.174], [-1.204, -0.950, -0.841], [-1.417, -1.239, 2.114], [-1.140, -3.175, -0.101], [-1.453, -3.516, 1.544], [3.012, 0.529, -1.523], [2.210, -0.345, -2.469], [2.568, 0.568, -2.372], [-1.667, 4.115, -2.230], [-0.523, 3.110, -2.216], [-1.433, 3.248, -1.876], [-1.881, -1.827, -3.170], [-1.361, -0.341, -3.119], [-1.304, -1.245, -2.668], [1.303, -2.370, -1.732], [0.447, -1.652, -2.781], [1.383, -1.834, -2.575], [-2.386, 0.864, 4.003], [-2.014, 0.150, 5.334], [-1.810, 0.165, 4.394], [2.863, -1.303, 1.396], [1.554, -1.292, 2.342], [2.116, -1.824, 1.731], [-3.274, 2.794, 2.818], [-4.442, 1.976, 3.362], [-3.516, 1.929, 3.156], [1.412, -2.713, 0.475], [1.661, -4.078, -0.295], [1.048, -3.335, -0.204], [-0.058, -0.023, 3.924], [1.425, -0.135, 4.391], [0.865, -0.194, 3.595], [4.615, -0.976, 0.039], [4.657, 0.197, 1.027], [4.044, -0.330, 0.490], [-1.903, 1.814, -3.127], [-0.586, 1.571, -3.824], [-1.495, 1.216, -3.752], [1.334, 3.032, -3.784], [1.481, 1.775, -2.835], [0.861, 2.476, -3.157]], "forces_ev_per_a": [[-0.053, 0.687, 0.041], [0.286, 0.174, -0.324], [0.220, 0.427, 0.365], [-0.216, 0.030, -0.770], [-0.266, -0.290, 0.372], [0.067, -0.190, -0.120], [-0.168, -0.066, -0.044], [0.210, -0.365, 0.124], [-0.159, -0.202, 0.247], [-0.144, 0.136, -0.175], [-0.155, -0.026, 0.172], [-0.055, 0.031, 0.261], [0.107, -0.099, -0.079], [0.048, -0.156, 0.175], [0.191, 0.250, 0.263], [-0.156, -0.088, -0.206], [-0.015, -0.112, -0.007], [-0.163, -0.055, 0.152], [-0.131, -0.038, 0.172], [0.182, 0.262, -0.087], [-0.073, -0.026, -0.055], [-0.153, -0.360, 0.188], [-0.050, 0.620, -0.193], [0.248, 0.508, -0.942], [0.155, -0.015, -0.116], [-0.233, -0.625, 1.031], [0.228, -0.359, 0.265], [-0.003, -0.027, 0.032], [-0.133, 0.268, -0.356], [-0.201, 0.375, 0.181], [0.699, -0.059, -0.282], [-0.697, -0.324, 0.171], [0.011, 0.133, -0.013], [-0.708, 0.015, 0.160], [0.681, -0.068, -0.214], [0.230, -0.316, 0.215], [-0.081, 0.255, 0.170], [0.084, -0.105, -0.442], [0.655, -0.107, -0.225], [-0.294, -0.069, -0.535], [-0.518, 0.215, 0.766], [-0.207, 0.287, 0.132], [-0.197, -0.087, -0.151], [0.616, -0.106, -0.192], [-0.293, 0.510, 0.437], [-0.192, -0.014, -0.011], [0.391, -0.885, -0.479], [0.134, -0.117, 0.066], [0.289, 0.133, -0.060], [-0.017, 0.036, -0.078]], "nbo_charge": [-0.63, -0.22, -0.52, 0.38, -0.72, 0.22, 0.23, 0.22, 0.20, 0.23, 0.45, 0.23, 0.44, 0.42, 0.49, 0.51, -1.00, 0.48, 0.50, -0.99, 0.50, 0.53, -1.02, 0.50, 0.50, -1.01, 0.51, 0.49, -1.00, 0.51, 0.51, -1.02, 0.49, 0.50, -0.96, 0.52, 0.49, -1.02, 0.52, 0.49, -1.00, 0.49, 0.50, -0.96, 0.50, 0.50, -0.98, 0.50, 0.53, -1.02], "lumo_ev": -2.18, "gap_ev": 11.168, "relative_energy_ev": 0.0000, "spin_multiplicity": 1, "total_charge": 1}

=====

{"formula": "C3H33O14", "method": "ωB97M-V/def2-TZVPD", "symbols": ["C", "C", "C", "O", "H", "H", "H", "H", "H", "H", "H", "O", "H", "H", "O", "H", "H", "O", "H", "H", "O", "H", "H", "O", "H", "H", "O", "H", "H", "O", "H", "H", "O", "H", "H", "O", "H", "H", "O", "H", "H", "O", "H", "H", "O", "H", "H", "O", "H", "H"], "coordinates": [[-1.741, 0.517, 0.189], [-0.376, 0.116, -0.281], [0.754, 1.118, 0.186], [-0.072, -1.228, 0.078], [-1.883, 0.609, 1.265], [-2.558, -0.146, -0.099], [-1.891, 1.528, -0.188], [-0.377, 0.065, -1.370], [0.990, 1.004, 1.244], [0.390, 2.145, 0.156], [1.667, 0.930, -0.379], [-2.194, -3.263, -0.746], [-2.946, -2.932, -0.254], [-1.527, -2.583, -0.653], [2.186, -1.083, -3.283], [2.214, -0.329, -3.872], [1.536, -0.846, -2.621], [-0.491, 1.371, -4.164], [-0.542, 1.166, -3.230], [-1.010, 0.688, -4.588], [0.529, -4.423, 0.408], [0.333, -3.488, 0.341], [1.371, -4.459, 0.862], [3.025, -1.361, -0.019], [2.075, -1.443, -0.098], [3.156, -0.563, 0.492], [0.774, 2.162, 4.130], [-0.097, 1.924, 3.812], [1.053, 1.409, 4.652], [3.471, 3.747, -0.482], [3.424, 4.703, -0.506], [2.910, 3.462, -1.203], [0.115, -2.795, -2.400], [0.862, -2.453, -2.890], [-0.065, -2.126, -1.739], [-2.041, -2.239, 3.665], [-2.223, -1.352, 3.358], [-2.768, -2.764, 3.330], [-4.781, 1.631, 1.217], [-4.279, 0.838, 1.406], [-4.309, 2.048, 0.497], [4.706, 0.980, -1.218], [4.265, 0.421, -0.578], [4.274, 0.781, -2.048], [0.582, -1.480, 2.918], [-0.261, -1.787, 3.251], [0.415, -1.266, 2.000], [-2.746, 4.046, -0.224], [-2.753, 3.511, 0.570], [-3.144, 3.489, -0.892]], "forces_ev_per_a": [[-0.718, 0.923, 0.278], [1.783, -2.178, 1.163], [-1.269, -0.574, 0.101], [0.075, 0.843, -0.081], [0.693, -0.103, 0.426], [0.201, -0.124, -0.612], [-0.530, 0.179, -0.237], [-0.234, 0.844, -0.773], [-0.055, -0.521, 0.132], [0.281, 0.274, -0.634], [-0.091, 0.375, -0.125], [-0.747, -0.512, -0.232], [-0.092, 0.075, 0.144], [0.635, 0.549, 0.402], [0.408, 0.005, -0.188], [-0.110, 0.187, -0.267], [-0.063, 0.267, 0.452], [0.185, 0.272, -0.219], [-0.024, -0.093, 0.400], [-0.109, -0.242, -0.095], [0.008, -0.603, 0.114], [-0.158, 0.539, -0.111], [0.188, 0.113, 0.112], [1.015, -0.001, -0.228], [-1.159, -0.067, 0.114], [-0.294, -0.038, 0.504], [0.053, 0.417, 0.090], [-0.137, -0.144, -0.149], [0.111, -0.329, -0.009], [0.133, 0.071, 0.186], [-0.045, 0.248, 0.040], [-0.104, -0.227, -0.148], [-0.217, -0.347, -0.740], [0.221, -0.270, -0.263], [0.047, 0.349, 0.974], [-0.166, 0.044, 0.379], [-0.057, 0.296, -0.128], [-0.041, -0.294, -0.174], [-0.286, 0.166, 0.215], [0.169, -0.220, -0.014], [0.051, 0.004, -0.203], [0.335, 0.466, -0.043], [-0.066, -0.318, -0.139], [-0.128, -0.289, -0.125], [0.539, 0.370, 0.996], [-0.079, -0.438, -0.015], [-0.215, -0.044, -1.251], [-0.059, 0.262, -0.040], [0.131, -0.074, 0.344], [-0.010, -0.086, -0.322]], "nbo_charge": [-0.63, 0.11, -0.65, -1.04, 0.18, 0.20, 0.18, 0.09, 0.22, 0.20, 0.20, -0.95, 0.44, 0.49, -0.94, 0.47, 0.47, -0.95, 0.47, 0.47, -0.95, 0.49, 0.46, -0.96, 0.51, 0.45, -0.94, 0.47, 0.48, -0.92, 0.46, 0.47, -0.96, 0.47, 0.48, -0.94, 0.47, 0.48, -0.93, 0.47, 0.46, -0.94, 0.47, 0.47, -1.00, 0.47, 0.50, -0.93, 0.47, 0.46], "lumo_ev": 2.07, "gap_ev": 7.664, "relative_energy_ev": 1.4240, "spin_multiplicity": 1, "total_charge": -1}

=====

{"formula": "C3H34O14", "method": "ωB97M-V/def2-TZVPD", "symbols": ["O", "H", "H", "H", "C", "C", "C", "O", "H", "H", "H", "H", "H", "H", "H", "O", "H", "H", "O", "H", "H", "O", "H", "H", "O", "H", "H", "O", "H", "H", "O", "H", "H", "O", "H", "H", "O", "H", "H", "O", "H", "H", "O", "H", "H", "O", "H", "H", "O", "H", "H"], "coordinates": [[1.252, -2.897, -2.514], [1.250, -2.245, -1.700], [1.349, -3.808, -2.187], [1.973, -2.573, -3.081], [0.900, 1.033, -0.877], [0.550, -0.198, -0.051], [-0.954, -0.494, 0.002], [1.307, -1.278, -0.564], [0.685, 0.776, -1.920], [1.929, 1.390, -0.837], [0.305, 1.906, -0.600], [0.930, -0.018, 0.964], [-1.375, -0.759, -0.976], [-1.498, 0.405, 0.299], [-1.146, -1.361, 0.631], [-2.714, 1.547, 2.973], [-2.969, 0.939, 2.270], [-1.747, 1.525, 2.967], [0.171, -3.503, 1.073], [-0.674, -3.758, 0.688], [0.384, -2.645, 0.664], [3.933, -0.650, -1.491], [3.024, -0.787, -1.156], [3.832, -0.493, -2.434], [1.530, 5.041, -1.090], [0.927, 5.731, -0.803], [0.977, 4.451, -1.631], [-3.976, -3.183, -1.039], [-4.614, -3.095, -0.325], [-3.532, -2.329, -1.074], [0.077, 1.420, 3.538], [-0.197, 1.707, 4.417], [0.672, 0.677, 3.695], [-3.839, -0.804, 1.710], [-4.632, -1.332, 1.576], [-3.159, -1.442, 1.953], [3.571, -3.249, 0.438], [3.149, -3.759, 1.139], [2.911, -2.589, 0.193], [-2.074, 1.754, -3.203], [-2.222, 1.066, -2.544], [-1.825, 1.277, -4.002], [-0.571, 3.142, 1.500], [0.206, 3.587, 1.140], [-0.212, 2.499, 2.135], [-0.825, 4.064, -2.110], [-1.446, 4.068, -1.374], [-1.073, 3.287, -2.634], [3.215, -1.148, 2.421], [3.688, -1.931, 2.109], [2.575, -0.964, 1.724]], "forces_ev_per_a": [[-0.140, -0.406, -0.769], [-0.683, 2.262, 2.383], [0.444, 0.038, -0.220], [0.175, -0.614, 0.026], [-0.778, 0.548, -0.319], [0.892, 0.047, -0.697], [0.244, 0.321, -0.450], [0.296, -1.854, -0.552], [-0.039, 0.178, -0.080], [0.180, -0.549, 0.264], [-0.205, -0.132, -0.049], [-0.411, 0.027, 0.202], [0.399, 0.001, -0.245], [-0.045, -0.175, 0.472], [-0.176, 0.280, 0.335], [0.168, -0.090, 0.023], [-0.215, 0.044, 0.134], [-0.358, -0.030, -0.038], [-0.016, 0.030, -0.133], [-0.012, -0.032, 0.059], [0.285, -0.112, -0.143], [-0.151, -0.313, -0.202], [-0.095, 0.171, 0.129], [0.087, 0.225, 0.034], [0.269, -0.247, 0.086], [-0.049, 0.015, -0.101], [-0.109, 0.339, 0.227], [0.152, 0.038, 0.024], [-0.046, -0.033, -0.043], [-0.049, 0.019, 0.043], [0.256, -0.260, 0.448], [0.007, 0.082, -0.043], [0.031, 0.004, -0.138], [0.038, -0.323, -0.288], [-0.102, 0.133, 0.122], [0.015, 0.064, 0.091], [0.035, -0.288, 0.077], [-0.134, -0.095, -0.145], [-0.201, 0.219, -0.088], [-0.013, -0.221, -0.096], [0.038, 0.089, 0.085], [-0.017, 0.065, -0.039], [0.195, 0.038, -0.219], [-0.013, 0.011, -0.017], [0.023, 0.317, -0.180], [-0.083, -0.055, -0.137], [0.059, -0.032, 0.048], [-0.136, 0.007, 0.090], [-0.196, 0.082, 0.283], [0.056, 0.196, -0.146], [0.128, -0.029, -0.109]], "nbo_charge": [-0.81, 0.55, 0.55, 0.55, -0.64, 0.11, -0.64, -1.03, 0.18, 0.23, 0.23, 0.14, 0.17, 0.23, 0.20, -0.96, 0.48, 0.47, -0.97, 0.46, 0.49, -0.96, 0.49, 0.45, -0.97, 0.46, 0.50, -0.94, 0.47, 0.47, -0.97, 0.50, 0.50, -0.95, 0.47, 0.48, -0.96, 0.47, 0.49, -0.95, 0.48, 0.48, -0.97, 0.47, 0.49, -0.98, 0.48, 0.50, -0.96, 0.48, 0.46], "lumo_ev": -0.95, "gap_ev": 8.660, "relative_energy_ev": 2.8884, "spin_multiplicity": 1}